Record 1
{"formula": "C4H8OSi", "method": "wB97M-V/def2-TZVPD", "species": ["C", "C", "C", "C", "O", "Si", "H", "H", "H", "H", "H", "H", "H", "H"], "coordinates": [[3.468, -0.765, 0.060], [2.583, 0.042, 0.046], [-2.381, -1.024, -0.060], [1.428, 0.898, -0.015], [0.185, -0.011, -0.070], [-1.330, 0.542, 0.015], [4.283, -1.425, 0.119], [-1.968, -1.813, 0.556], [-3.381, -0.807, 0.296], [-2.468, -1.401, -1.074], [1.415, 1.500, -0.923], [1.330, 1.521, 0.872], [-1.635, 1.460, -1.093], [-1.530, 1.284, 1.270]], "atomic_forces_ev_per_a": [[7.31, -7.72, 0.21], [-8.12, 8.97, -0.22], [0.05, 0.68, 0.00], [0.03, -1.58, -0.06], [1.54, 0.24, -0.09], [-0.99, -0.71, 0.04], [0.44, -0.14, -0.03], [0.17, -0.05, 0.18], [-0.32, -0.01, 0.08], [0.06, -0.01, -0.21], [0.04, -0.01, -0.02], [0.00, -0.01, 0.09], [-0.10, 0.19, -0.20], [-0.10, 0.15, 0.23]], "multiplicity": 3, "s_squared": 2.005, "gap_ha": [0.2254, 0.2637]}

Record 2
{"formula": "C6H14N2", "method": "wB97M-V/def2-TZVPD", "species": ["H", "N", "C", "N", "C", "C", "C", "C", "C", "H", "H", "H", "H", "H", "H", "H", "H", "H", "H", "H", "H", "H"], "coordinates": [[0.854, -1.785, 1.384], [0.107, -2.138, 0.781], [-0.234, -1.261, -0.115], [-1.141, -1.667, -1.061], [0.414, 0.145, -0.213], [1.940, -0.007, -0.333], [-0.088, 0.939, -1.431], [0.076, 0.878, 1.097], [-1.460, 0.809, 1.456], [-0.933, -1.426, -2.021], [-1.346, -2.658, -0.965], [2.427, 0.971, -0.422], [2.373, -0.496, 0.547], [2.206, -0.611, -1.207], [0.239, 0.473, -2.367], [-1.180, 1.003, -1.462], [0.302, 1.963, -1.421], [0.605, 0.450, 1.954], [0.361, 1.935, 1.038], [-2.017, 1.453, 0.770], [-1.937, -0.173, 1.520], [-1.568, 1.202, 2.472]], "atomic_forces_ev_per_a": [[-0.47, 0.11, 0.00], [-0.19, 1.01, -0.78], [1.87, -1.25, 0.92], [-0.48, -0.05, -0.44], [-0.07, -0.10, -0.03], [0.09, -0.19, 0.03], [-0.25, -0.08, 0.04], [-1.58, -0.45, 0.46], [0.78, 0.76, 0.27], [-0.15, 0.26, 0.22], [0.06, 0.22, 0.05], [-0.17, -0.07, -0.04], [-0.12, 0.03, -0.10], [-0.01, 0.13, 0.07], [0.02, 0.06, 0.09], [0.13, -0.02, 0.07], [0.04, -0.19, 0.07], [0.19, -0.08, -0.30], [0.04, -0.14, -0.10], [-0.14, -0.16, 0.14], [0.49, -0.08, -0.46], [-0.09, 0.27, -0.17]], "smiles": "[H]/N=C(/N)C(C)(C)CC", "gap_ha": 0.3638}

Q: Which energy above the lowest of the compared OMol25 structures with the same formula, charge and spin values were calculated for the entries above? A: 237.8; 0.0, in kJ/mol.